(1)
A single C4H5Cl3S molecule at a distorted geometry. Source: OMol25; level of theory: wB97M-V/def2-TZVPD.

The geometry in XYZ format:
```
13
Properties=species:S:1:pos:R:3:nbo_charge:R:1
Cl 0.02 2.30 0.71 -0.05
Cl 0.54 -2.76 -0.05 -0.06
Cl 1.29 -0.69 1.99 0.00
S -0.25 0.10 -2.77 0.11
C -0.19 0.40 -1.14 -0.03
C -0.07 -1.23 0.93 -0.17
C -0.85 -0.31 0.08 -0.61
C 0.89 1.39 -0.52 -0.49
H -1.59 -0.80 -0.45 0.26
H -0.98 -1.41 1.84 0.26
H -1.49 0.30 0.74 0.27
H 1.52 0.73 0.05 0.25
H 1.17 1.98 -1.42 0.25
```

Gap between HOMO and LUMO (eV): 8.37
Spin multiplicity: 1
Relative energy (zero: lowest compared OMol25 entry of this formula, charge and spin) (kcal/mol): 49.7
DFT total energy (Eh): -1934.0840
HOMO (eV): -9.23

***

(2)
A single C4H5ClF2 molecule at a distorted geometry. Source: OMol25; level of theory: wB97M-V/def2-TZVPD.

The geometry in XYZ format:
```
12
Properties=species:S:1:pos:R:3:nbo_charge:R:1
Cl -2.74 -0.21 0.06 0.00
F 0.10 -1.45 1.20 -0.37
F 0.43 2.06 0.46 -0.32
C 1.32 -0.54 -0.46 -0.63
C -0.12 -0.83 -0.02 0.15
C -1.06 0.29 0.13 -0.13
C -0.84 1.60 0.32 0.24
H -0.48 -1.71 -0.60 0.20
H 1.77 0.19 0.17 0.23
H 1.44 -0.20 -1.50 0.21
H 1.89 -1.44 -0.40 0.22
H -1.70 2.24 0.64 0.20
```

Gap between HOMO and LUMO (eV): 10.76
Spin multiplicity: 1
Relative energy (zero: lowest compared OMol25 entry of this formula, charge and spin) (kcal/mol): 15.2
DFT total energy (Eh): -815.2944
HOMO (eV): -9.95

***

(3)
A single C4H5ClFN molecule at a distorted geometry. Source: OMol25; level of theory: wB97M-V/def2-TZVPD.

The geometry in XYZ format:
```
12
Properties=species:S:1:pos:R:3:nbo_charge:R:1
Cl 2.61 -0.95 0.45 0.03
F 1.01 1.91 0.25 -0.34
N -1.92 0.73 -0.79 -0.62
C -0.06 -1.00 -0.64 -0.49
C 0.23 0.88 0.66 0.16
C 0.93 -0.73 0.50 -0.28
C -0.76 0.37 -0.46 0.30
H -2.31 1.74 -0.79 0.38
H -0.65 -1.87 -0.62 0.24
H 0.42 -0.95 -1.66 0.24
H -0.02 1.06 1.73 0.18
H 0.54 -1.19 1.38 0.20
```

Gap between HOMO and LUMO (eV): 10.03
Spin multiplicity: 1
Relative energy (zero: lowest compared OMol25 entry of this formula, charge and spin) (kcal/mol): 32.1
DFT total energy (Eh): -770.1442
HOMO (eV): -9.47

***

(4)
2 unconnected molecules or ions with the total composition C4H5ClFP at a distorted geometry. Source: OMol25; level of theory: wB97M-V/def2-TZVPD.

The geometry in XYZ format:
```
12
Properties=species:S:1:pos:R:3:nbo_charge:R:1
Cl -1.48 3.80 -0.19 -0.28
P -1.61 1.95 0.57 1.13
F -2.23 1.28 -0.91 -0.59
C 0.06 1.37 0.22 -0.58
C 0.83 -3.26 -1.17 -0.23
C 0.91 0.96 1.16 -0.31
C 0.09 -2.82 -0.38 -0.22
H 0.71 0.92 2.25 0.20
H -0.64 -2.28 0.14 0.23
H 1.89 0.53 1.02 0.21
H 0.27 1.39 -0.77 0.22
H 1.20 -3.84 -1.94 0.22
```

Gap between HOMO and LUMO (eV): 10.30
Spin multiplicity: 1
Relative energy (zero: lowest compared OMol25 entry of this formula, charge and spin) (kcal/mol): 24.2
DFT total energy (Eh): -1056.7471
HOMO (eV): -10.13

***

(5)
A molecular structure, C4H5ClFP at a distorted geometry. Source: OMol25; level of theory: wB97M-V/def2-TZVPD.

The geometry in XYZ format:
```
12
Properties=species:S:1:pos:R:3:lowdin_spin:R:1
Cl 3.02 -0.92 -0.15 0.01
P 1.90 0.48 0.68 0.06
F 2.41 1.65 -0.32 0.01
C -0.97 0.79 0.05 0.11
C -1.58 -0.50 0.40 0.77
C 0.26 0.05 -0.29 0.11
C -0.44 -1.18 0.14 0.76
H -2.57 -0.94 0.56 0.04
H 0.35 0.07 -1.37 0.03
H -1.31 1.21 -0.91 0.03
H -0.16 -2.25 0.38 0.04
H -0.91 1.54 0.83 0.02
```

Gap between HOMO and LUMO (spin up / spin down) (eV): 6.28 / 7.63
Spin multiplicity: 3
<S²>: 2.01
Relative energy (zero: lowest compared OMol25 entry of this formula, charge and spin) (kcal/mol): 17.9
DFT total energy (Eh): -1056.6512
HOMO (spin up / spin down) (eV): -5.43 / -9.80

***

(6)
A single C4H5ClN2 molecule at a distorted geometry. Source: OMol25; level of theory: wB97M-V/def2-TZVPD.

The geometry in XYZ format:
```
12
Properties=species:S:1:pos:R:3:nbo_charge:R:1
Cl 1.09 -1.68 -0.42 0.04
N -1.94 -0.41 -0.78 -0.22
N -1.26 0.74 -0.57 -0.22
C 2.35 0.53 -0.01 -0.35
C -2.18 -1.00 0.38 -0.17
C 1.13 0.01 -0.27 -0.15
C -0.06 0.86 -0.37 0.04
H 3.33 -0.15 0.02 0.23
H -1.91 -0.73 1.54 0.20
H 2.40 1.58 0.38 0.21
H -3.11 -1.69 0.13 0.20
H 0.15 1.94 -0.04 0.19
```

Gap between HOMO and LUMO (eV): 9.60
Spin multiplicity: 1
Relative energy (zero: lowest compared OMol25 entry of this formula, charge and spin) (kcal/mol): 100.7
DFT total energy (Eh): -724.9751
HOMO (eV): -9.40

***

(7)
A single C4H5ClN2 molecule at a distorted geometry. Source: OMol25; level of theory: wB97M-V/def2-TZVPD.

The geometry in XYZ format:
```
12
Properties=species:S:1:pos:R:3:nbo_charge:R:1
Cl -2.77 0.56 0.19 -0.01
N -1.23 -1.35 -1.09 -0.13
N -0.52 -2.23 -0.59 -0.16
C -1.21 -0.27 -0.08 0.02
C -0.15 -1.99 0.68 -0.10
C -0.16 0.93 -0.89 -0.54
C -0.54 -0.80 1.14 -0.21
H 0.33 -2.85 1.02 0.22
H 0.86 0.92 -0.62 0.21
H -0.36 -0.29 2.07 0.25
H -0.62 1.87 -0.92 0.22
H -0.11 0.45 -1.83 0.23
```

Gap between HOMO and LUMO (eV): 9.29
Spin multiplicity: 1
Relative energy (zero: lowest compared OMol25 entry of this formula, charge and spin) (kcal/mol): 75.6
DFT total energy (Eh): -725.0151
HOMO (eV): -9.76

***

(8)
A molecular structure, C4H5ClN2 at a distorted geometry. Source: OMol25; level of theory: wB97M-V/def2-TZVPD.

The geometry in XYZ format:
```
12
Properties=species:S:1:pos:R:3:nbo_charge:R:1
Cl -2.42 1.95 -1.61 0.05
N 0.20 1.90 -2.32 -0.67
N -0.87 -0.14 1.38 -0.45
C 0.87 -1.01 0.45 -0.52
C -0.77 1.62 -1.65 0.26
C 0.08 -1.22 1.77 -0.23
C -0.20 0.01 0.31 0.32
H -0.42 -2.18 1.86 0.20
H 0.63 -0.97 2.67 0.20
H 0.84 -1.83 -0.27 0.23
H 1.88 -0.63 0.54 0.23
H 0.20 2.51 -3.14 0.38
```

Gap between HOMO and LUMO (spin up / spin down) (eV): 8.23 / 8.22
Spin multiplicity: 1
Relative energy (zero: lowest compared OMol25 entry of this formula, charge and spin) (kcal/mol): 134.3
DFT total energy (Eh): -724.9217
HOMO (spin up / spin down) (eV): -8.19 / -8.33

***

(9)
2 unconnected molecules or ions with the total composition C4H5ClN2O at a distorted geometry. Source: OMol25; level of theory: wB97M-V/def2-TZVPD.

The geometry in XYZ format:
```
13
Properties=species:S:1:pos:R:3:nbo_charge:R:1
Cl -0.65 1.83 -0.97 -0.06
O 2.01 1.94 2.67 -0.42
N 1.67 1.49 1.62 0.20
N -1.71 0.16 1.90 -0.34
C -0.08 -0.92 -0.49 -0.61
C 0.52 0.50 -0.47 -0.24
C -1.52 1.25 2.10 0.11
C 0.99 1.00 0.80 0.16
H -1.40 2.28 2.29 0.24
H 1.50 0.58 -1.08 0.26
H 0.02 -1.25 -1.62 0.23
H -1.08 -1.06 -0.01 0.27
H 0.62 -1.37 0.13 0.22
```

Gap between HOMO and LUMO (eV): 10.24
Spin multiplicity: 1
Relative energy (zero: lowest compared OMol25 entry of this formula, charge and spin) (kcal/mol): 107.7
DFT total energy (Eh): -800.2079
HOMO (eV): -9.70

***

(10)
A single C4H5ClN2O molecule at a distorted geometry. Source: OMol25; level of theory: wB97M-V/def2-TZVPD.

The geometry in XYZ format:
```
13
Properties=species:S:1:pos:R:3:nbo_charge:R:1
Cl 1.04 -1.86 -2.36 -0.01
O 1.36 1.06 0.71 -0.39
N 0.37 1.56 1.58 -0.17
N -1.07 0.46 0.05 -0.60
C -0.81 1.26 1.14 0.19
C 1.19 -0.30 0.34 -0.12
C -0.29 -1.02 -1.63 -0.27
C -0.07 -0.41 -0.48 0.14
H 2.03 -0.56 -0.20 0.22
H 1.03 -0.81 1.26 0.19
H -1.96 0.05 -0.07 0.40
H -1.57 1.72 1.75 0.21
H -1.25 -1.14 -2.09 0.22
```

Gap between HOMO and LUMO (eV): 9.31
Spin multiplicity: 1
Relative energy (zero: lowest compared OMol25 entry of this formula, charge and spin) (kcal/mol): 68.6
DFT total energy (Eh): -800.2702
HOMO (eV): -8.66

***

(11)
A single C4H5ClO molecule at a distorted geometry. Source: OMol25; level of theory: wB97M-V/def2-TZVPD.

The geometry in XYZ format:
```
11
Properties=species:S:1:pos:R:3:nbo_charge:R:1
Cl 2.80 -0.35 0.04 0.01
O -1.26 -1.18 0.07 -0.48
C 0.31 0.89 0.02 -0.46
C 1.06 -0.46 -0.19 -0.12
C 0.15 -1.44 0.03 0.11
C -1.22 0.33 0.01 -0.08
H -1.77 0.81 0.81 0.19
H 0.47 1.82 -0.70 0.23
H 0.54 -2.41 -0.14 0.20
H -1.70 0.70 -0.94 0.19
H 0.61 1.30 1.00 0.21
```

Gap between HOMO and LUMO (eV): 9.78
Spin multiplicity: 1
Relative energy (zero: lowest compared OMol25 entry of this formula, charge and spin) (kcal/mol): 33.4
DFT total energy (Eh): -690.7678
HOMO (eV): -8.90

***

(12)
A single C4H5ClO molecule at a distorted geometry. Source: OMol25; level of theory: wB97M-V/def2-TZVPD.

The geometry in XYZ format:
```
11
Properties=species:S:1:pos:R:3:nbo_charge:R:1
Cl -2.31 0.26 0.10 -0.04
O 2.11 -0.37 0.25 -0.54
C 0.93 -0.02 -0.07 0.52
C 0.09 -1.20 -0.10 -0.31
C 0.45 1.43 0.00 -0.73
C -1.27 -1.19 0.01 -0.12
H -0.29 1.64 -0.84 0.25
H -1.95 -1.99 0.29 0.23
H 0.46 -2.14 -0.24 0.24
H 0.24 1.66 1.06 0.26
H 1.53 1.91 -0.44 0.24
```

Gap between HOMO and LUMO (eV): 9.82
Spin multiplicity: 1
Relative energy (zero: lowest compared OMol25 entry of this formula, charge and spin) (kcal/mol): 30.7
DFT total energy (Eh): -690.7722
HOMO (eV): -9.92

***

(13)
A single C4H5ClO molecule at a distorted geometry. Source: OMol25; level of theory: wB97M-V/def2-TZVPD.

The geometry in XYZ format:
```
11
Properties=species:S:1:pos:R:3:nbo_charge:R:1
Cl 1.70 -1.09 -1.42 -0.06
O -0.80 0.00 -1.30 -0.45
C 0.24 -0.46 -0.58 0.16
C -1.02 -1.18 -0.61 -0.10
C 0.32 1.65 0.94 -0.37
C 0.79 0.23 0.58 -0.22
H 0.64 2.15 1.84 0.20
H 1.49 -0.44 1.15 0.24
H -1.13 -1.96 -1.35 0.20
H -0.51 2.25 0.50 0.22
H -1.71 -1.14 0.25 0.19
```

Gap between HOMO and LUMO (eV): 9.89
Spin multiplicity: 1
Relative energy (zero: lowest compared OMol25 entry of this formula, charge and spin) (kcal/mol): 59.3
DFT total energy (Eh): -690.7266
HOMO (eV): -9.38

***

(14)
A single C4H5ClO molecule at a distorted geometry. Source: OMol25; level of theory: wB97M-V/def2-TZVPD.

The geometry in XYZ format:
```
11
Properties=species:S:1:pos:R:3:nbo_charge:R:1
Cl -2.13 -1.15 -0.91 -0.06
O 2.79 2.05 0.45 -0.51
C 1.64 1.67 0.69 0.38
C 1.19 0.36 0.26 -0.31
C -0.08 0.00 0.45 -0.11
C -0.64 -1.33 0.11 -0.40
H 0.11 -1.91 -0.43 0.22
H -0.88 -1.84 1.07 0.23
H 0.95 2.30 1.31 0.13
H -0.79 0.73 0.89 0.21
H 1.88 -0.37 -0.17 0.22
```

Gap between HOMO and LUMO (eV): 10.08
Spin multiplicity: 1
Relative energy (zero: lowest compared OMol25 entry of this formula, charge and spin) (kcal/mol): 5.0
DFT total energy (Eh): -690.8131
HOMO (eV): -10.17

***

(15)
A single C4H5ClO2 molecule at a distorted geometry. Source: OMol25; level of theory: wB97M-V/def2-TZVPD.

The geometry in XYZ format:
```
12
Properties=species:S:1:pos:R:3:nbo_charge:R:1
Cl 0.52 0.65 -3.03 0.08
O -1.09 -1.03 0.42 -0.51
O -0.16 1.16 0.96 -0.50
C -0.77 -0.01 1.47 0.19
C 0.80 -0.15 -1.56 -0.23
C 0.63 0.38 0.01 0.00
C -0.42 -0.40 -0.61 0.02
H 0.00 -0.47 2.24 0.16
H -1.11 0.32 -1.14 0.16
H -1.77 0.41 2.11 0.19
H 1.58 -0.03 0.44 0.20
H 1.79 -0.82 -1.32 0.25
```

Gap between HOMO and LUMO (eV): 10.36
Spin multiplicity: 1
Relative energy (zero: lowest compared OMol25 entry of this formula, charge and spin) (kcal/mol): 127.9
DFT total energy (Eh): -765.8496
HOMO (eV): -9.59

***

(16)
A single C4H5ClO2S molecule at a distorted geometry. Source: OMol25; level of theory: wB97M-V/def2-TZVPD.

The geometry in XYZ format:
```
13
Properties=species:S:1:pos:R:3:nbo_charge:R:1
Cl 1.27 -0.50 -1.90 0.02
S 0.15 -2.42 0.17 1.80
O -0.05 -2.55 1.59 -0.89
O 1.03 -3.37 -0.53 -0.87
C 0.08 1.80 0.26 -0.36
C 0.72 -0.75 -0.18 -0.17
C -0.12 0.24 0.43 -0.37
C -0.91 1.10 -0.55 -0.38
H 1.14 2.01 -0.14 0.24
H -0.11 2.25 1.23 0.24
H -0.47 0.07 1.48 0.28
H -1.93 1.17 -0.27 0.23
H -0.81 0.95 -1.59 0.24
```

Gap between HOMO and LUMO (spin up / spin down) (eV): 7.09 / 7.60
Spin multiplicity: 1
Relative energy (zero: lowest compared OMol25 entry of this formula, charge and spin) (kcal/mol): 98.1
DFT total energy (Eh): -1164.1254
HOMO (spin up / spin down) (eV): -8.88 / -9.21

***

(17)
A single C4H5ClO2S molecule at a distorted geometry. Source: OMol25; level of theory: wB97M-V/def2-TZVPD.

The geometry in XYZ format:
```
13
Properties=species:S:1:pos:R:3:nbo_charge:R:1
Cl -2.07 -1.14 -0.60 -0.03
S 2.64 -0.94 -0.35 -0.05
O 0.46 -2.14 0.23 -0.66
O 1.00 1.44 -0.69 -0.72
C -0.71 0.76 0.94 -0.43
C 0.35 0.37 -0.16 0.16
C -1.13 0.38 -0.42 -0.22
C 1.07 -0.98 -0.04 0.20
H -0.58 -2.05 0.40 0.49
H -0.90 0.17 1.77 0.23
H 2.00 1.23 -1.05 0.52
H -1.39 1.08 -1.22 0.26
H -0.73 1.83 1.20 0.25
```

Gap between HOMO and LUMO (eV): 9.47
Spin multiplicity: 1
Relative energy (zero: lowest compared OMol25 entry of this formula, charge and spin) (kcal/mol): 46.3
DFT total energy (Eh): -1164.2079
HOMO (eV): -9.16

***

(18)
A molecular structure, C4H5CsMgO7 at a distorted geometry. Source: OMol25; level of theory: wB97M-V/def2-TZVPD.

The geometry in XYZ format:
```
18
Properties=species:S:1:pos:R:3:nbo_charge:R:1
Cs 1.31 -2.53 2.88 0.99
Mg -2.03 5.60 -3.98 0.96
O -0.69 -2.38 -0.23 -0.81
O -2.12 5.10 -2.04 -0.86
O 1.46 -2.31 -0.80 -0.82
O -0.14 -2.39 -2.36 -0.73
O 0.40 0.80 -0.07 -0.24
O -1.99 3.62 -3.66 -0.87
O -2.09 2.95 -1.51 -0.52
C 0.23 -2.10 -1.06 0.91
C -0.52 1.81 -0.08 -0.17
C -2.08 3.88 -2.42 0.95
C -1.04 1.97 -1.50 -0.09
H -0.21 2.30 -2.16 0.19
H -1.43 1.01 -1.85 0.21
H -0.10 2.79 0.24 0.22
H -1.42 1.66 0.56 0.21
H 0.40 -1.84 -2.94 0.47
```

Gap between HOMO and LUMO (spin up / spin down) (eV): 4.85 / 6.22
Spin multiplicity: 1
Relative energy (zero: lowest compared OMol25 entry of this formula, charge and spin) (kcal/mol): 13.5
DFT total energy (Eh): -902.2657
HOMO (spin up / spin down) (eV): -6.36 / -7.22

***

(19)
A molecular structure, C4H5ErLiO at a distorted geometry. Source: OMol25; level of theory: wB97M-V/def2-TZVPD.

The geometry in XYZ format:
```
12
Properties=species:S:1:pos:R:3:lowdin_spin:R:1
Er 1.10 -3.16 0.09 3.81
O 0.42 -1.24 1.14 0.11
C -0.34 0.20 -1.94 0.01
C -0.46 -0.27 0.73 0.01
C -0.32 0.38 -0.63 0.01
C 0.03 1.22 0.51 0.00
Li 1.25 -0.41 2.54 0.05
H 0.09 0.95 -2.62 0.00
H -1.50 -0.41 1.07 0.00
H -0.71 -0.72 -2.38 0.00
H 1.09 1.42 0.67 0.00
H -0.64 2.03 0.82 0.00
```

Gap between HOMO and LUMO (spin up / spin down) (eV): 6.92 / 6.59
Spin multiplicity: 5
<S²>: 6.00
Charge: +2
Relative energy (zero: lowest compared OMol25 entry of this formula, charge and spin) (kcal/mol): 0.0
DFT total energy (Eh): -1252.4978
HOMO (spin up / spin down) (eV): -16.28 / -16.73

***

(20)
A molecular structure, C4H5ErO5 at a distorted geometry. Source: OMol25; level of theory: wB97M-V/def2-TZVPD.

The geometry in XYZ format:
```
15
Properties=species:S:1:pos:R:3:lowdin_spin:R:1
Er 2.42 1.40 2.62 3.00
O -0.13 1.12 2.99 0.00
O -0.66 -0.50 4.34 0.01
O 2.37 0.30 0.62 0.02
O -2.02 -0.15 2.67 0.00
O 2.00 -1.06 -1.10 0.78
C -2.21 0.16 1.42 0.00
C -0.92 0.27 3.38 0.00
C -3.42 -0.36 0.81 0.00
C 1.64 -0.39 -0.15 0.11
H 0.43 -0.42 0.13 0.08
H -3.66 -1.37 1.15 0.00
H -1.92 1.20 1.19 0.00
H -3.27 -0.29 -0.28 0.00
H -4.24 0.36 1.01 0.00
```

Gap between HOMO and LUMO (spin up / spin down) (eV): 5.54 / 4.46
Spin multiplicity: 5
<S²>: 6.01
Charge: +3
Relative energy (zero: lowest compared OMol25 entry of this formula, charge and spin) (kcal/mol): 4.8
DFT total energy (Eh): -1545.2635
HOMO (spin up / spin down) (eV): -21.04 / -21.00